(1)
C22H22N2O3 | ωB97M-V with the def2-TZVPD basis set

CARTESIAN COORDINATES (ANGSTROEM)
1 C -1.082687 -0.693033 2.700157
2 O -0.880773 0.684744 2.904719
3 C -1.819331 1.551607 2.420636
4 C -3.067418 1.161528 1.953090
5 C -3.963287 2.105743 1.480826
6 C -3.623921 3.443973 1.469301
7 C -2.375957 3.832675 1.928373
8 C -1.462570 2.909759 2.407309
9 C -0.098399 3.356508 2.860287
10 C 1.039784 2.683101 2.063307
11 N 0.637830 2.366930 0.714364
12 C 0.942469 3.105088 -0.359190
13 O 1.683034 4.066081 -0.368815
14 C 0.258775 2.570182 -1.634375
15 N 0.692449 1.233127 -1.979594
16 C 0.179625 0.123065 -1.406377
17 O -0.685978 0.169266 -0.541656
18 C 0.741320 -1.164460 -1.894982
19 C 1.194145 -1.330033 -3.221507
20 C 1.690910 -2.532425 -3.634853
21 C 1.771398 -3.630640 -2.751776
22 C 2.287433 -4.880266 -3.151167
23 C 2.341538 -5.925151 -2.271272
24 C 1.881861 -5.769503 -0.953667
25 C 1.376288 -4.570794 -0.535477
26 C 1.307377 -3.472782 -1.418994
27 C 0.789533 -2.225660 -1.023329
28 H -0.166798 -1.177523 3.038174
29 H -1.246031 -0.907925 1.639761
30 H -1.924381 -1.072941 3.288695
31 H -3.350464 0.121545 1.946386
32 H -4.928697 1.784498 1.118783
33 H -4.319100 4.182148 1.099139
34 H -2.100811 4.877420 1.907313
35 H 0.036166 3.120595 3.917695
36 H -0.033086 4.438139 2.737647
37 H 1.898461 3.354677 2.004219
38 H 1.337098 1.753364 2.552181
39 H -0.037804 1.618165 0.603147
40 H 0.481492 3.242631 -2.463517
41 H -0.821032 2.541727 -1.458461
42 H 1.517901 1.152114 -2.550805
43 H 1.115347 -0.511132 -3.922023
44 H 2.028172 -2.661982 -4.653373
45 H 2.639245 -4.996638 -4.166286
46 H 2.738206 -6.879961 -2.583499
47 H 1.932096 -6.607293 -0.273935
48 H 1.020092 -4.444405 0.476723
49 H 0.428478 -2.095852 -0.013300

Cartesian forces (eV/Å) of the 2 atoms listed first:
C -0.1 -0.3 -0.1
O 0.0 0.4 0.0

Computed properties:
2S+1 = 1
Total charge = 0
Electronic energy = -1186.826101 a.u.
F_max = 0.67 eV Å⁻¹
SMILES = COc1ccccc1CCNC(=O)CNC(=O)c1ccc2ccccc2c1
Gap between HOMO and LUMO = 8.44 eV
Energy relative to the best compared isomer or geometry (same formula, charge and spin) = 20.23 kcal per mole
LUMO level = 0.06 eV

Taken from the Mulliken analysis, the atomic charges in e are: -0.92 -0.37 0.79 -0.56 -0.64 -0.80 -0.72 0.93 -0.95 -0.83 0.24 0.71 -0.71 -0.85 -0.13 0.35 -0.63 0.34 -0.59 -1.15 0.94 -0.70 -0.53 -0.54 -0.73 0.64 -0.62 0.27 0.36 0.36 0.39 0.39 0.40 0.35 0.35 0.37 0.50 0.30 0.12 0.38 0.31 0.29 0.50 0.39 0.39 0.39 0.39 0.42 0.41


(2)
C6H6NiO5 | ωB97M-V with the def2-TZVPD basis set

CARTESIAN COORDINATES (ANGSTROEM)
1 Ni 0.016270 0.045242 0.026902
2 O 1.193719 -1.300248 -3.786936
3 C 0.887755 -0.912640 -2.752224
4 C -1.698413 0.567335 0.285601
5 O -2.827641 0.712922 0.498655
6 C 1.262705 0.218317 1.321942
7 O 2.008293 0.171072 2.208145
8 C 0.355581 1.720718 -0.457814
9 O 0.587223 2.808528 -0.768750
10 C -2.107917 -3.332619 -0.115657
11 C -1.022789 -2.434906 -0.666285
12 O -0.313969 -1.834452 0.465650
13 H -1.679567 -4.097184 0.531350
14 H -2.560455 -3.816129 -0.973444
15 H -2.889511 -2.766734 0.393167
16 H -0.208420 -2.933356 -1.190061
17 H -1.394436 -1.641028 -1.334523
18 H -0.909006 -1.758091 1.238982

Cartesian forces (eV/Å) of the 2 atoms listed first:
Ni 0.6 -3.8 -2.6
O -1.0 1.3 3.4

Computed properties:
<S²> = 2.0090
2S+1 = 3
Total charge = +2
Electronic energy = -2115.945875 a.u.
F_max = 9.93 eV Å⁻¹
Gap between HOMO and LUMO (alpha / beta) = 9.53 / 7.74 eV
Energy relative to the best compared isomer or geometry (same formula, charge and spin) = 18.25 kcal per mole
LUMO level (alpha / beta) = -10.44 / -12.55 eV

Taken from the Mulliken analysis, the atomic charges in e are: 0.46 -0.09 0.15 0.37 -0.03 0.37 -0.02 0.48 -0.03 -1.32 -0.15 -0.50 0.40 0.38 0.38 0.35 0.37 0.43


(3)
C24H28N2O3S | ωB97M-V with the def2-TZVPD basis set

CARTESIAN COORDINATES (ANGSTROEM)
1 C 0.973015 -2.129019 -3.199348
2 C 1.128608 -2.686291 -1.816913
3 C 2.366457 -3.129808 -1.368862
4 C 2.509258 -3.632843 -0.091052
5 C 1.440293 -3.683674 0.795195
6 C 1.632899 -4.208331 2.184667
7 C 0.194695 -3.228697 0.356564
8 C -0.961431 -3.113497 1.280580
9 S -0.811096 -1.485701 2.139134
10 O 0.112427 -1.620305 3.236621
11 O -2.138019 -1.013484 2.443818
12 C -0.111471 -0.426093 0.911172
13 C -0.829694 0.197450 -0.068560
14 N 0.009634 0.819742 -0.939995
15 C -0.399947 1.580479 -2.091915
16 C -1.792478 2.200438 -1.903851
17 O -2.694135 1.902211 -2.664324
18 N -1.954078 3.045349 -0.871243
19 C -0.938168 3.539500 0.030824
20 C -0.836682 5.063307 -0.083236
21 C -2.191349 5.706271 0.197847
22 C -3.236785 5.125422 -0.749832
23 C -3.268885 3.605654 -0.614761
24 C 1.303282 0.578207 -0.547875
25 C 2.509951 0.961034 -1.121462
26 C 3.669425 0.554574 -0.496680
27 C 3.640283 -0.205056 0.675972
28 C 2.451234 -0.589311 1.252655
29 C 1.266258 -0.204338 0.631244
30 C 0.055494 -2.756258 -0.944932
31 H 1.617292 -1.259098 -3.325154
32 H 1.263668 -2.868225 -3.944555
33 H -0.056566 -1.834795 -3.387457
34 H 3.221562 -3.079640 -2.026973
35 H 3.478960 -3.979936 0.235382
36 H 2.675468 -4.466413 2.352246
37 H 1.332304 -3.461276 2.917337
38 H 1.029738 -5.102540 2.344561
39 H -0.985631 -3.863958 2.063934
40 H -1.914678 -3.068558 0.762378
41 H -1.894860 0.239221 -0.186316
42 H 0.337183 2.362413 -2.296655
43 H -0.467207 0.932820 -2.974962
44 H 0.029956 3.089798 -0.177509
45 H -1.222984 3.266514 1.054491
46 H -0.086805 5.424967 0.621272
47 H -0.512000 5.325983 -1.092688
48 H -2.126536 6.788080 0.072424
49 H -2.482322 5.503244 1.230825
50 H -4.224358 5.528804 -0.525030
51 H -2.987586 5.388106 -1.779835
52 H -3.962064 3.164263 -1.332113
53 H -3.573132 3.326191 0.400193
54 H 2.545045 1.548904 -2.026940
55 H 4.623156 0.831084 -0.920883
56 H 4.574775 -0.493957 1.132482
57 H 2.416382 -1.165281 2.162491
58 H -0.918051 -2.420941 -1.276418

Cartesian forces (eV/Å) of the 2 atoms listed first:
C 0.0 -0.1 0.0
C -0.1 0.0 0.0

Computed properties:
2S+1 = 1
Total charge = 0
Electronic energy = -1664.796071 a.u.
F_max = 0.92 eV Å⁻¹
SMILES = Cc1ccc(C)c(CS(=O)(=O)c2cn(CC(=O)N3CCCCC3)c3ccccc23)c1
Gap between HOMO and LUMO = 8.97 eV
Energy relative to the best compared isomer or geometry (same formula, charge and spin) = 0.00 kcal per mole
LUMO level = 0.58 eV

Taken from the Mulliken analysis, the atomic charges in e are: -1.86 0.86 -0.82 -0.79 1.57 -1.93 0.17 -1.39 1.38 -0.71 -0.77 -0.93 -0.94 0.97 -0.77 0.70 -0.70 0.21 -0.37 -0.83 -0.67 -0.65 -0.95 -0.72 -0.96 -0.79 -0.75 -0.36 1.96 -0.16 0.29 0.52 0.33 0.44 0.36 0.37 0.36 0.43 0.52 0.47 0.62 0.47 0.24 0.23 0.24 0.34 0.31 0.35 0.30 0.37 0.30 0.51 0.33 0.44 0.44 0.45 0.58 0.39


(4)
CCl2O3S | ωB97M-V with the def2-TZVPD basis set

CARTESIAN COORDINATES (ANGSTROEM)
1 O 1.618512 1.101041 1.093828
2 C 0.494822 0.847589 0.777539
3 Cl -0.935261 1.741974 1.139262
4 S 0.002762 -0.645742 -0.566664
5 O 0.699418 -1.881356 -0.230871
6 O 0.125774 -0.263378 -1.943457
7 Cl -2.006026 -0.900128 -0.269637

Cartesian forces (eV/Å) of the 2 atoms listed first:
O -2.8 -1.1 -0.9
C 1.7 0.3 -0.5

Computed properties:
2S+1 = 1
Total charge = 0
Electronic energy = -1582.344002 a.u.
F_max = 3.11 eV Å⁻¹
SMILES = O=C(Cl)S(=O)(=O)Cl
Gap between HOMO and LUMO = 10.20 eV
Energy relative to the best compared isomer or geometry (same formula, charge and spin) = 8.85 kcal per mole
LUMO level = -1.26 eV

Taken from the Mulliken analysis, the atomic charges in e are: -0.33 0.59 -0.07 0.87 -0.48 -0.45 -0.12


Copy entry 1 word for word.
C22H22N2O3 | ωB97M-V with the def2-TZVPD basis set

CARTESIAN COORDINATES (ANGSTROEM)
1 C -1.082687 -0.693033 2.700157
2 O -0.880773 0.684744 2.904719
3 C -1.819331 1.551607 2.420636
4 C -3.067418 1.161528 1.953090
5 C -3.963287 2.105743 1.480826
6 C -3.623921 3.443973 1.469301
7 C -2.375957 3.832675 1.928373
8 C -1.462570 2.909759 2.407309
9 C -0.098399 3.356508 2.860287
10 C 1.039784 2.683101 2.063307
11 N 0.637830 2.366930 0.714364
12 C 0.942469 3.105088 -0.359190
13 O 1.683034 4.066081 -0.368815
14 C 0.258775 2.570182 -1.634375
15 N 0.692449 1.233127 -1.979594
16 C 0.179625 0.123065 -1.406377
17 O -0.685978 0.169266 -0.541656
18 C 0.741320 -1.164460 -1.894982
19 C 1.194145 -1.330033 -3.221507
20 C 1.690910 -2.532425 -3.634853
21 C 1.771398 -3.630640 -2.751776
22 C 2.287433 -4.880266 -3.151167
23 C 2.341538 -5.925151 -2.271272
24 C 1.881861 -5.769503 -0.953667
25 C 1.376288 -4.570794 -0.535477
26 C 1.307377 -3.472782 -1.418994
27 C 0.789533 -2.225660 -1.023329
28 H -0.166798 -1.177523 3.038174
29 H -1.246031 -0.907925 1.639761
30 H -1.924381 -1.072941 3.288695
31 H -3.350464 0.121545 1.946386
32 H -4.928697 1.784498 1.118783
33 H -4.319100 4.182148 1.099139
34 H -2.100811 4.877420 1.907313
35 H 0.036166 3.120595 3.917695
36 H -0.033086 4.438139 2.737647
37 H 1.898461 3.354677 2.004219
38 H 1.337098 1.753364 2.552181
39 H -0.037804 1.618165 0.603147
40 H 0.481492 3.242631 -2.463517
41 H -0.821032 2.541727 -1.458461
42 H 1.517901 1.152114 -2.550805
43 H 1.115347 -0.511132 -3.922023
44 H 2.028172 -2.661982 -4.653373
45 H 2.639245 -4.996638 -4.166286
46 H 2.738206 -6.879961 -2.583499
47 H 1.932096 -6.607293 -0.273935
48 H 1.020092 -4.444405 0.476723
49 H 0.428478 -2.095852 -0.013300

Cartesian forces (eV/Å) of the 2 atoms listed first:
C -0.1 -0.3 -0.1
O 0.0 0.4 0.0

Computed properties:
2S+1 = 1
Total charge = 0
Electronic energy = -1186.826101 a.u.
F_max = 0.67 eV Å⁻¹
SMILES = COc1ccccc1CCNC(=O)CNC(=O)c1ccc2ccccc2c1
Gap between HOMO and LUMO = 8.44 eV
Energy relative to the best compared isomer or geometry (same formula, charge and spin) = 20.23 kcal per mole
LUMO level = 0.06 eV

Taken from the Mulliken analysis, the atomic charges in e are: -0.92 -0.37 0.79 -0.56 -0.64 -0.80 -0.72 0.93 -0.95 -0.83 0.24 0.71 -0.71 -0.85 -0.13 0.35 -0.63 0.34 -0.59 -1.15 0.94 -0.70 -0.53 -0.54 -0.73 0.64 -0.62 0.27 0.36 0.36 0.39 0.39 0.40 0.35 0.35 0.37 0.50 0.30 0.12 0.38 0.31 0.29 0.50 0.39 0.39 0.39 0.39 0.42 0.41